The following is a quantum chemistry calculation of one molecule with the formula C5H5NO at a distorted geometry, from OMol25.

lowest unoccupied orbital energy: 0.33 eV
Kohn-Sham gap: 9.4 eV

Structure (ORCA input):
```
! RIJCOSX wB97M-V def2-TZVPD def2/J DEFGRID3
* xyz 0 1
N -2.86173 -0.51077 0.68289
C -1.90797 0.06362 0.37084
C -0.68077 0.76967 -0.01718
O 0.18312 1.04650 1.14318
C 1.29744 0.33961 1.15647
C 1.04606 -0.82685 0.20077
C 0.33731 0.00003 -0.85315
H -0.93326 1.74380 -0.44465
H 1.10385 0.74580 -1.07321
H 1.96719 -1.29901 -0.15037
H 0.44565 -1.58204 0.74359
H 0.00309 -0.49036 -1.75917
*
```

The following is a quantum chemistry calculation of one molecule with the formula C3H3BrOS at a distorted geometry, from OMol25.

lowest unoccupied orbital energy (alpha / beta): -1.45 / -2.05 eV
Kohn-Sham gap (alpha / beta): 7.5 / 7.0 eV

Structure (ORCA input):
```
! RIJCOSX wB97M-V def2-TZVPD def2/J DEFGRID3
* xyz 0 1
C 0.40158 0.04773 0.07812
C 1.40529 -0.84404 -0.11317
C -1.00039 -0.50700 0.00952
O 0.57066 1.48227 0.19680
S -0.49259 2.76774 -0.09007
Br 3.27145 -0.86783 -0.07986
H -1.67387 -0.16284 0.90445
H -1.43398 -0.33363 -0.97753
H -1.04815 -1.58239 0.07173
*
```

The following is a quantum chemistry calculation of one molecule with the formula C6H10O at a distorted geometry, from OMol25.

SMILES: C[C@H]1O[C@H]2CC[C@H]21
lowest unoccupied orbital energy: 1.14 eV
Kohn-Sham gap: 10.2 eV

Structure (ORCA input):
```
! RIJCOSX wB97M-V def2-TZVPD def2/J DEFGRID3
* xyz 0 1
C -1.63332 -1.25240 -0.69819
C -1.08694 -0.55631 0.52017
O 0.15991 -1.10051 1.02282
C 0.70240 0.22221 1.24519
C 1.79398 0.56983 0.26423
C 0.81949 0.86526 -0.86962
C -0.40776 0.80720 0.37321
H -0.90968 -1.22706 -1.51442
H -1.87374 -2.29479 -0.47355
H -2.54994 -0.74681 -1.01818
H -1.83952 -0.60352 1.32865
H 0.87227 0.40891 2.30974
H 2.50105 -0.22677 0.07509
H 2.30867 1.47557 0.58894
H 1.04905 1.82759 -1.40624
H 0.66762 0.10818 -1.63008
H -0.57356 1.72341 -0.11778
*
```

The following is a quantum chemistry calculation of C23H29ClN2S2TcTe as an isolated structure at a distorted geometry, from OMol25.

lowest unoccupied orbital energy (alpha / beta): -8.05 / -7.28 eV
Kohn-Sham gap (alpha / beta): 5.7 / 6.6 eV

Structure (ORCA input):
```
! RIJCOSX wB97M-V def2-TZVPD def2/J DEFGRID3
* xyz 2 2
Tc -0.74769 -0.45981 -0.08236
C 4.13853 -0.59708 0.52324
C 2.77346 -0.03523 0.80591
C 1.89460 -0.66316 1.68575
C 0.64407 -0.10500 1.96938
C 0.26355 1.09554 1.35516
C 1.14805 1.72582 0.46001
C 2.37375 1.16000 0.19013
H 4.90768 0.15782 0.69865
H 4.21636 -0.88546 -0.53145
H 4.36182 -1.46317 1.14562
H 2.20606 -1.56281 2.21134
H 0.03997 -0.50112 2.77235
H -0.56878 1.66206 1.75597
H 0.88650 2.68634 0.03580
H 3.06138 1.66360 -0.48582
Cl -0.45965 2.32388 -2.64287
C -1.25250 0.81144 -2.87558
C -1.08272 0.16526 -4.07238
C -1.71482 -1.06695 -4.29626
C -2.51929 -1.63332 -3.33202
C -2.70254 -0.96914 -2.12912
C -2.08697 0.26348 -1.85869
C -2.27673 0.88294 -0.55276
H -0.47158 0.62066 -4.84195
H -1.57965 -1.56501 -5.25268
H -3.01668 -2.57640 -3.52060
H -3.39341 -1.35856 -1.38863
H -3.22380 0.68447 -0.07857
H -1.97487 1.92286 -0.47357
Te 0.67517 -2.00537 -1.76025
C 1.34716 -3.73008 -0.88166
C 2.55681 -3.91799 -0.25375
C 2.81114 -5.28056 0.05154
C 1.79081 -6.09339 -0.34929
S 0.54238 -5.22283 -1.11025
H 3.24634 -3.10727 -0.03036
H 3.71171 -5.64165 0.53657
H 1.71838 -7.17336 -0.24310
C -5.71650 -2.13750 -0.06355
N -4.60156 -1.75129 0.83132
C -4.90220 -0.54461 1.63542
C -3.46583 -2.46406 0.92504
S -1.93832 -1.70902 1.45605
N -3.48692 -3.77210 0.71431
C -4.68326 -4.60450 0.99610
C -2.27182 -4.57410 0.43779
H -6.05198 -1.23550 -0.57326
H -6.56374 -2.54505 0.48365
H -5.38262 -2.84846 -0.81001
H -5.75497 -0.75804 2.28182
H -5.18201 0.27837 0.97656
H -4.06055 -0.26278 2.24965
H -5.38297 -4.07096 1.62830
H -4.34481 -5.48470 1.53471
H -5.17453 -4.92956 0.08276
H -1.51532 -3.97332 -0.03600
H -2.55200 -5.38617 -0.23250
H -1.87202 -4.99550 1.36125
*
```

The following is a quantum chemistry calculation of a 3-piece molecular cluster, C4H8O2S2 overall at a distorted geometry, from OMol25.

lowest unoccupied orbital energy: -4.51 eV
Kohn-Sham gap: 3.9 eV

Structure (ORCA input):
```
! RIJCOSX wB97M-V def2-TZVPD def2/J DEFGRID3
* xyz 0 1
C -0.58024 0.51882 -2.19918
C 2.11659 0.16816 0.05071
O 2.72830 0.70026 -0.87070
O 1.26997 -0.76492 0.04047
C -0.68429 1.72207 -1.64028
S -1.23659 1.09930 1.95035
S -1.87933 -0.62925 1.36568
C -0.57634 -1.75925 1.86937
H 0.32465 0.04475 -2.58068
H -1.42343 -0.17980 -2.23047
H 2.43509 0.55074 1.05890
H -0.11278 2.59994 -1.93412
H -1.27434 1.90246 -0.74088
H 0.24296 -1.66823 1.15112
H -0.25040 -1.58051 2.88935
H -1.09981 -2.72455 1.82036
*
```

The following is a quantum chemistry calculation of one molecule with the formula C4H6ClNS at a distorted geometry, from OMol25.

SMILES: C=C1CCN(Cl)S1
lowest unoccupied orbital energy: 0.21 eV
Kohn-Sham gap: 8.9 eV

Structure (ORCA input):
```
! RIJCOSX wB97M-V def2-TZVPD def2/J DEFGRID3
* xyz 0 1
C 0.54733 -0.84769 -0.16669
C 1.61894 -1.59362 -0.39494
C 0.25981 0.60923 -0.47171
C -0.57766 1.09559 0.76942
N -1.80494 0.05194 0.75434
S -1.06768 -1.41906 0.38202
Cl -2.89251 0.63860 -0.62917
H 1.64891 -2.58586 -0.05035
H 2.60841 -1.08764 -0.55916
H 1.20546 1.27564 -0.51437
H -0.46446 0.77393 -1.34752
H -0.01485 1.07003 1.66566
H -1.06676 2.01891 0.56245
*
```

- Number 2 is which compound?
  C3H3BrOS

What did the third record say?
The following is a quantum chemistry calculation of one molecule with the formula C6H10O at a distorted geometry, from OMol25.

SMILES: C[C@H]1O[C@H]2CC[C@H]21
lowest unoccupied orbital energy: 1.14 eV
Kohn-Sham gap: 10.2 eV

Structure (ORCA input):
```
! RIJCOSX wB97M-V def2-TZVPD def2/J DEFGRID3
* xyz 0 1
C -1.63332 -1.25240 -0.69819
C -1.08694 -0.55631 0.52017
O 0.15991 -1.10051 1.02282
C 0.70240 0.22221 1.24519
C 1.79398 0.56983 0.26423
C 0.81949 0.86526 -0.86962
C -0.40776 0.80720 0.37321
H -0.90968 -1.22706 -1.51442
H -1.87374 -2.29479 -0.47355
H -2.54994 -0.74681 -1.01818
H -1.83952 -0.60352 1.32865
H 0.87227 0.40891 2.30974
H 2.50105 -0.22677 0.07509
H 2.30867 1.47557 0.58894
H 1.04905 1.82759 -1.40624
H 0.66762 0.10818 -1.63008
H -0.57356 1.72341 -0.11778
*
```